{
  "formula": "C32H39BrGe2O2RuSi2",
  "method": "ωB97M-V with the def2-TZVPD basis set",
  "species": ["C", "H", "C", "H", "C", "C", "H", "H", "H", "H", "C", "Si", "H", "C", "C", "H", "C", "H", "C", "C", "H", "C", "C", "O", "H", "C", "H", "Br", "Ge", "H", "C", "C", "C", "Si", "C", "H", "H", "H", "H", "C", "C", "C", "C", "C", "H", "H", "C", "Ru", "H", "H", "H", "H", "H", "H", "H", "H", "H", "H", "C", "C", "H", "H", "Ge", "C", "H", "H", "C", "C", "C", "H", "O", "C", "C", "H", "H", "C", "H", "H", "H"],
  "positions_angstrom": [[0.32929, -3.18657, 4.02495], [3.71149, -2.28607, 0.97745], [0.79349, -2.44297, 1.78805], [-2.96891, -2.62377, 3.89885], [-2.41931, 1.40643, 0.19995], [-4.14211, -0.88087, -2.72735], [6.94869, 3.15493, -0.85955], [-4.51371, -1.63907, -2.04575], [-1.34851, -2.59187, -4.44745], [-4.25111, 4.60663, 1.35195], [-2.91741, -2.68207, 2.82055], [3.37269, -0.33437, -0.59745], [-0.39291, 0.63223, -3.98635], [3.13699, 2.57703, -0.64325], [-1.47461, 0.54563, -4.05115], [-2.72331, -2.90067, -1.00395], [-3.78981, 3.32383, -0.29775], [-1.72801, 0.20423, -5.05245], [-3.43011, -3.78947, 2.16535], [3.72769, -1.27607, -2.23235], [0.31839, -4.45527, 2.28805], [-1.31341, -2.55897, -3.36085], [0.99039, -1.15007, 2.27765], [1.15989, -4.06257, 0.09995], [-3.18451, 1.86973, -1.74385], [5.01329, 4.07333, -0.82935], [-0.27481, -2.60787, -3.04395], [-0.12951, -4.58447, 5.21765], [-2.14021, -0.84247, -2.77935], [1.20089, 4.18383, 1.26375], [-2.33041, -1.65377, 2.10455], [-3.35721, -3.85617, 0.78545], [-2.25591, -1.70667, 0.71535], [1.22079, 2.37463, -0.46625], [0.95379, -2.89077, 0.33555], [-2.98981, 3.24973, 2.98325], [0.76399, 2.67323, 2.04825], [3.32589, -2.28547, -2.19365], [-1.92371, 1.52173, -3.90205], [-2.77001, -2.82657, 0.07325], [5.88269, 2.99623, -0.80025], [4.13389, -1.28587, 0.89985], [0.62709, 3.26983, 1.14775], [4.01049, 1.48563, -0.64155], [0.49019, 2.65733, -2.89505], [3.98539, -0.78137, 1.85405], [5.37829, 1.71203, -0.70315], [0.99409, -0.00917, -0.19415], [-0.42371, 3.53103, 1.07355], [3.31159, -0.77847, -3.10485], [-1.83101, -3.43067, -2.97415], [5.40019, 5.07643, -0.91425], [-3.87851, -4.59547, 2.72705], [2.98409, 4.71503, -0.73285], [-3.74881, -4.71097, 0.25525], [-4.54811, 0.07823, -2.42405], [1.08049, 0.09503, 4.01765], [6.05829, 0.87413, -0.67055], [-3.03041, 2.95373, 1.94525], [-2.35511, 1.82443, 1.52375], [5.20499, -1.39877, 0.75265], [-4.49451, -1.10627, -3.72925], [-1.39821, -0.22927, -0.32725], [0.54869, -1.90827, 4.51805], [4.80259, -1.35157, -2.37015], [-1.75621, 1.26043, 2.23065], [0.88149, -0.89517, 3.63705], [0.23329, 3.11013, -1.94435], [0.45579, -3.45647, 2.67515], [1.34599, -0.29957, 1.62685], [0.84959, -2.01067, -0.59735], [-3.74371, 3.71003, 1.03095], [-3.13431, 2.17603, -0.70655], [-1.92171, -0.80857, 2.64425], [0.47399, -1.70907, 5.57415], [3.64849, 3.86503, -0.73655], [-4.33071, 3.91893, -1.01765], [0.45149, 4.16973, -2.01575], [-0.83631, 3.00383, -1.79005]],
  "forces_ev_per_angstrom": [[-0.04, -0.05, 0.15], [-0.04, -0.12, -0.04], [0.13, -0.14, -0.29], [0.01, 0.01, 0.07], [1.23, -0.35, 0.42], [0.71, 0.05, 0.24], [0.09, 0.01, 0.01], [0.04, -0.10, 0.07], [-0.05, 0.06, -0.11], [-0.07, 0.08, 0.02], [-0.02, 0.08, 0.21], [1.93, -0.15, -0.27], [0.07, -0.01, 0.03], [-1.26, 0.00, -0.01], [-0.30, -0.49, 0.42], [0.08, -0.10, -0.04], [-0.11, -0.02, -0.07], [-0.03, -0.03, -0.12], [0.01, -0.01, 0.00], [-0.77, 0.39, 0.78], [-0.01, -0.02, -0.04], [-0.24, 0.51, 0.29], [-0.11, -0.57, -0.62], [-0.09, 0.16, 0.19], [0.02, 0.10, -0.11], [0.07, 0.12, 0.02], [0.05, 0.03, 0.09], [0.02, 0.21, -0.17], [0.56, 0.15, -0.37], [0.28, 0.16, -0.07], [-0.12, 0.12, 0.12], [-0.08, -0.09, -0.03], [0.84, 0.59, 0.13], [0.58, 1.23, -0.36], [0.21, -1.17, 0.72], [0.01, 0.05, 0.07], [0.07, -0.04, 0.07], [-0.09, -0.09, 0.11], [-0.04, 0.12, 0.09], [0.17, 0.13, -0.40], [0.01, 0.03, -0.04], [-0.97, 0.36, -0.49], [0.10, -0.72, -0.60], [-0.92, -0.72, 0.04], [0.12, -0.11, -0.16], [-0.05, 0.11, -0.06], [0.17, -0.30, 0.03], [-0.29, -0.33, 1.37], [-0.11, -0.02, -0.10], [-0.04, 0.13, -0.04], [-0.07, -0.06, 0.07], [0.06, 0.13, 0.00], [-0.03, -0.05, 0.04], [-0.11, 0.19, -0.03], [-0.05, -0.09, -0.02], [0.00, 0.13, 0.02], [-0.01, 0.12, 0.05], [0.22, -0.10, -0.04], [-0.02, 0.03, 0.19], [0.03, -0.17, 0.25], [0.21, 0.11, -0.27], [0.05, -0.05, -0.20], [-3.43, -0.93, -1.20], [-0.04, -0.17, -0.11], [0.28, 0.15, 0.12], [-0.08, 0.09, 0.09], [0.07, 0.54, -0.23], [0.53, -0.54, 0.65], [0.11, 0.04, 0.10], [0.28, 0.06, 0.50], [0.13, 1.24, -1.00], [0.00, 0.08, 0.05], [0.11, -0.22, -0.44], [-0.03, -0.05, 0.04], [-0.01, 0.04, 0.12], [0.19, -0.04, 0.02], [-0.09, 0.02, -0.06], [0.12, 0.31, 0.02], [-0.12, -0.05, 0.12]],
  "lowdin_charge": [-0.662, 0.032, -0.141, 0.111, -0.338, -0.205, 0.113, 0.013, 0.023, 0.112, -0.074, 0.730, 0.005, -0.315, -0.246, 0.054, -0.061, 0.021, -0.057, -0.164, 0.127, -0.222, -0.093, 0.103, 0.075, -0.062, 0.010, 0.790, 0.805, 0.033, -0.126, -0.058, -0.319, 0.598, -0.617, 0.114, 0.018, 0.032, 0.007, -0.120, -0.062, -0.159, -0.168, -0.307, 0.015, 0.033, -0.097, 0.582, 0.009, 0.031, 0.016, 0.111, 0.113, 0.103, 0.113, 0.008, 0.117, 0.105, -0.073, -0.149, 0.041, 0.027, 0.965, -0.102, 0.039, 0.088, -0.059, -0.182, -0.055, 0.048, -0.240, -0.060, -0.135, 0.083, 0.110, -0.101, 0.113, 0.034, 0.000],
  "e_homo_ev": [-11.6080, -11.5918],
  "e_above_lowest_kcal_mol": 96.5,
  "energy_ha": -8794.658676,
  "multiplicity": 2,
  "gap_ev": [5.68, 5.72],
  "charge": 1,
  "mol_weight_g_mol": 838.03
}